(1)
Computed, not measured: C29H35GeIrN8O2SSe2Si as an isolated structure in a non-equilibrium geometry, with the ωB97M-V functional and the def2-TZVPD basis.

As for the multiplicity: 1. As for the HOMO-LUMO gap: 4.8 eV. Its HOMO energy is -0.2337 Ha. For the LUMO energy, the calculation gives -1.593 eV. The energy above the lowest of the compared OMol25 structures with the same formula, charge and spin comes out at 14.8 kcal per mole.

Each line ends with the Mulliken charge.
CARTESIAN COORDINATES (ANGSTROEM)
Ir 0.263 -0.066 -0.698  2.62
N -4.925 2.811 4.343  -0.54
C -3.913 2.938 3.430  1.17
C -4.104 3.671 2.253  -0.84
C -3.103 3.747 1.308  -0.17
C -1.902 3.107 1.535  -0.54
C -1.698 2.360 2.680  -0.33
C -2.698 2.270 3.625  -0.97
S -0.592 3.258 0.348  1.17
O 0.664 3.241 1.051  -0.73
O -0.828 4.365 -0.531  -0.67
N -0.632 1.841 -0.514  -0.79
C -1.532 1.657 -1.468  0.63
N -1.256 0.583 -2.260  -0.34
C -2.091 0.308 -3.241  -0.22
C -3.212 1.089 -3.476  -0.93
C -3.422 2.149 -2.600  -0.24
N -2.610 2.429 -1.605  -0.36
H -5.693 3.457 4.294  0.21
H -4.698 2.451 5.254  0.21
H -5.034 4.200 2.104  0.31
H -3.218 4.298 0.389  0.51
H -0.748 1.872 2.821  0.66
H -2.539 1.707 4.532  0.36
H -1.841 -0.551 -3.855  0.52
H -3.891 0.872 -4.283  0.41
H -4.279 2.805 -2.700  0.44
Se -2.965 -7.235 0.081  0.28
N -1.545 -6.565 -0.760  -0.87
C -1.508 -5.260 -0.550  1.15
C -0.469 -4.402 -1.041  -0.09
C 0.570 -4.878 -1.819  -0.63
C 1.580 -4.003 -2.205  -1.00
C 1.519 -2.684 -1.786  -0.03
N 0.519 -2.168 -1.082  0.20
C -0.517 -3.005 -0.715  0.22
C -1.635 -2.480 -0.043  -0.31
N -1.738 -1.130 0.089  -0.11
C -2.764 -0.604 0.717  -0.18
C -3.769 -1.364 1.312  -1.17
C -3.702 -2.743 1.194  -0.85
C -2.660 -3.330 0.490  0.12
C -2.574 -4.736 0.250  1.04
N -3.449 -5.630 0.684  -0.88
H 0.575 -5.920 -2.098  0.56
H 2.412 -4.342 -2.799  0.48
H 2.328 -2.009 -2.044  0.24
H -2.807 0.476 0.759  0.45
H -4.577 -0.878 1.832  0.56
H -4.453 -3.384 1.628  0.55
C 5.771 1.381 -2.055  -1.00
Si 4.161 1.655 -3.046  0.35
C 3.813 3.493 -3.420  -1.00
C 4.212 0.710 -4.710  -1.05
Se 2.303 0.827 -1.728  -0.71
H 6.621 1.785 -2.599  0.38
H 5.956 0.325 -1.879  0.28
H 5.727 1.869 -1.087  0.29
H 4.656 3.948 -3.932  0.37
H 3.616 4.058 -2.514  0.30
H 2.939 3.589 -4.057  0.28
H 5.038 1.070 -5.318  0.36
H 3.294 0.868 -5.268  0.28
H 4.332 -0.359 -4.575  0.30
C 4.049 0.221 1.844  -1.21
Ge 2.343 -0.644 2.384  0.61
C 2.552 -2.621 2.317  -1.30
C 1.875 -0.056 4.249  -1.32
C 0.823 0.049 1.330  -0.73
H 4.805 0.114 2.618  0.46
H 3.880 1.279 1.667  0.35
H 4.429 -0.218 0.926  0.28
H 3.212 -2.952 3.114  0.42
H 2.980 -2.924 1.367  0.32
H 1.598 -3.126 2.427  0.35
H 2.636 -0.347 4.971  0.41
H 0.928 -0.487 4.566  0.36
H 1.780 1.027 4.275  0.38
H 0.913 1.134 1.440  -0.22
H -0.080 -0.264 1.862  0.15

Forces on atoms 1 to 6 (eV/Å):
-2.4918 -1.0619 1.4917
-0.3681 -0.1123 0.2644
0.2318 -0.1032 -0.4258
0.0291 -0.0180 0.1660
-0.0439 0.1067 -0.0224
0.3747 0.0663 -0.5747

(2)
Computed, not measured: the molecule C4H6N2O2 in a non-equilibrium geometry, with the ωB97M-V functional and the def2-TZVPD basis.

As for the multiplicity: 1. As for the HOMO-LUMO gap: 10.6 eV. Its HOMO energy is -0.3817 Ha. For the LUMO energy, the calculation gives 0.246 eV. The energy above the lowest of the compared OMol25 structures with the same formula, charge and spin comes out at 107.8 kcal per mole.

Each line ends with the Mulliken charge.
CARTESIAN COORDINATES (ANGSTROEM)
C -0.016 -1.408 -0.172  -0.32
C -0.519 0.932 0.278  -0.67
C -1.639 0.142 -0.499  -0.38
C 0.569 -0.222 0.528  0.10
N -1.109 -1.162 -0.726  -0.50
N 1.903 0.186 -0.053  0.86
O 2.849 0.056 0.688  -0.59
O 1.987 0.588 -1.189  -0.53
H 0.407 -2.360 -0.222  0.49
H 0.011 1.733 -0.357  0.30
H -0.730 1.228 1.344  0.31
H -2.496 0.202 0.241  0.20
H -2.154 0.447 -1.477  0.32
H 0.936 -0.362 1.616  0.42

Forces on atoms 1 to 6 (eV/Å):
-0.2969 1.8580 0.1889
2.1862 -0.2529 -0.3111
-1.2535 1.3773 0.7218
0.4551 1.3263 1.5389
-1.5867 -1.4385 -0.3158
0.4052 -0.3369 -0.2943